1.
{"formula": "C30H26N7O6SW", "method": "ωB97M-V/def2-TZVPD", "spin_multiplicity": 3, "s2": 2.03, "total_charge": 3, "orbital_gap_ha": [0.20837, 0.19285], "lumo_ev": [-9.55, -10.31], "species": ["W", "O", "C", "O", "C", "C", "C", "C", "C", "N", "C", "O", "O", "H", "H", "H", "H", "H", "C", "C", "N", "N", "C", "N", "S", "C", "C", "C", "C", "C", "N", "H", "H", "H", "H", "H", "H", "H", "H", "H", "H", "O", "C", "N", "C", "C", "O", "N", "C", "C", "C", "C", "C", "C", "C", "C", "C", "C", "C", "C", "H", "H", "H", "H", "H", "H", "H", "H", "H", "H", "H"], "coordinates": [[-0.05599, -0.14416, -0.46110], [2.65443, -0.99234, -3.53140], [1.92244, -1.01717, -2.46165], [1.27774, 0.00710, -2.04475], [1.79222, -2.20298, -1.68284], [2.38296, -3.44661, -1.88225], [2.08251, -4.47961, -1.01196], [1.21664, -4.24040, 0.06118], [0.66440, -2.98748, 0.22444], [0.92585, -1.97780, -0.65733], [-0.16639, -2.48548, 1.29638], [-0.66644, -3.16627, 2.27850], [-0.39984, -1.24330, 1.27907], [2.70628, -0.10566, -3.92671], [3.06095, -3.58560, -2.71400], [2.52281, -5.45672, -1.14782], [1.00241, -5.03915, 0.76048], [-0.47522, -4.11654, 2.24424], [-1.23298, 3.80598, 1.32061], [-0.94386, 2.64964, 0.43312], [-0.23599, 1.63602, 0.80381], [0.33098, 1.61902, 2.05983], [1.54748, 1.03963, 2.16664], [2.18345, 1.10965, 3.31825], [2.18792, 0.26144, 0.80137], [-1.36006, 2.57938, -0.98114], [-2.16704, 3.52192, -1.57874], [-2.44283, 3.40079, -2.94265], [-1.89811, 2.34681, -3.64495], [-1.11518, 1.41677, -2.97059], [-0.85116, 1.52141, -1.66801], [-0.29622, 4.20410, 1.71991], [-1.86260, 3.49480, 2.15930], [-1.74513, 4.60993, 0.80630], [-0.14518, 2.08313, 2.82207], [1.83781, 1.64506, 4.10240], [3.08285, 0.66355, 3.42557], [-2.58342, 4.34325, -1.01708], [-3.07215, 4.13012, -3.43466], [-2.07471, 2.21240, -4.70276], [-0.70416, 0.56065, -3.48686], [-2.19986, 0.00962, -0.03049], [-2.49348, -0.88571, -0.90439], [-3.57679, -1.53545, -1.23274], [-3.26194, -2.51326, -2.32111], [-1.71999, -2.30409, -2.45329], [-0.93164, -2.92202, -3.10726], [-1.39941, -1.25439, -1.59394], [-4.00114, -2.10216, -3.58684], [-3.35662, -1.87281, -4.79577], [-4.09703, -1.51532, -5.91842], [-5.47306, -1.38593, -5.83777], [-6.12102, -1.62811, -4.63147], [-5.38929, -1.99034, -3.51520], [-3.52573, -3.94377, -1.88340], [-3.96961, -4.26695, -0.60662], [-4.20523, -5.59561, -0.26942], [-3.98906, -6.59875, -1.20021], [-3.54080, -6.27486, -2.47571], [-3.31384, -4.95374, -2.82036], [-4.49602, -1.36949, -0.85061], [-2.28778, -2.00802, -4.89448], [-3.59214, -1.35891, -6.86218], [-6.04568, -1.11748, -6.71482], [-7.19788, -1.55393, -4.56829], [-5.91524, -2.22359, -2.59523], [-4.15376, -3.50476, 0.14017], [-4.57653, -5.83861, 0.71704], [-4.18379, -7.63055, -0.94166], [-3.38612, -7.05319, -3.21029], [-2.99004, -4.70820, -3.82354]], "mulliken_charge": [1.790, -0.436, 0.352, -0.589, 0.508, -0.660, -1.041, -0.768, 1.119, 0.205, 0.331, -0.457, -0.656, 0.412, 0.639, 0.503, 0.382, 0.342, -1.718, 1.531, 0.378, -0.789, 0.820, -0.370, -0.379, 0.546, -1.011, -0.675, -0.992, 0.228, -0.057, 0.457, 0.417, 0.426, 0.286, 0.218, 0.257, 0.364, 0.501, 0.503, 0.494, -0.858, -0.433, 0.433, 3.532, -1.109, -0.587, 0.315, -0.210, -0.044, -1.104, -0.483, -1.078, -0.253, -0.379, -0.384, -1.040, -0.507, -0.979, -0.220, 0.371, 0.554, 0.485, 0.456, 0.443, 0.378, 0.438, 0.466, 0.456, 0.450, 0.482]}

2.
{"formula": "C30H27AsF6LiNO", "method": "ωB97M-V/def2-TZVPD", "total_charge": -2, "orbital_gap_ha": 0.21680, "lumo_ev": 4.21, "species": ["Li", "C", "C", "C", "C", "C", "C", "As", "N", "C", "C", "C", "C", "C", "C", "C", "C", "C", "C", "C", "C", "C", "C", "C", "C", "C", "C", "H", "H", "H", "H", "H", "H", "H", "H", "H", "H", "H", "H", "H", "H", "H", "H", "H", "H", "H", "H", "H", "H", "H", "H", "H", "H", "H", "F", "F", "C", "C", "F", "C", "F", "C", "O", "C", "F", "C", "F"], "coordinates": [[-2.55099, -0.35487, 0.99477], [3.78281, 4.03033, 3.71667], [2.84671, 3.32013, 2.77757], [2.72831, 3.69003, 1.44777], [1.89521, 2.99443, 0.58537], [1.74771, 3.48043, -0.82763], [1.19281, 1.86013, 1.02127], [-0.04269, 1.02013, -0.33433], [-0.71799, -0.51637, 0.22037], [-0.03569, -1.60357, 0.59947], [-0.73279, -2.80227, 0.87087], [-0.06929, -3.94367, 1.24427], [1.31591, -3.96007, 1.37407], [2.02241, -2.79077, 1.14297], [1.36631, -1.64287, 0.77097], [1.25701, 0.30033, -1.78813], [2.64601, 0.13933, -1.83643], [3.62911, 0.65233, -0.81173], [3.24791, -0.52747, -2.90483], [2.51621, -1.05757, -3.94493], [3.16901, -1.79397, -5.08253], [1.13991, -0.89197, -3.90483], [0.51391, -0.22637, -2.86503], [-0.97819, -0.08637, -2.92313], [1.22041, 1.55713, 2.39057], [0.36731, 0.49143, 3.00367], [2.05661, 2.27713, 3.23507], [4.29991, 4.84233, 3.20677], [4.53091, 3.33623, 4.10487], [3.23411, 4.43853, 4.56717], [3.29911, 4.53573, 1.07607], [2.38791, 4.34293, -1.01143], [0.70781, 3.76303, -1.00643], [1.99441, 2.69753, -1.54273], [-1.80869, -2.79357, 0.77977], [-0.62739, -4.85117, 1.44617], [1.83711, -4.86887, 1.64917], [3.10261, -2.77457, 1.26447], [1.92891, -0.73167, 0.61127], [3.14971, 1.02703, 0.08647], [4.23011, 1.45833, -1.24493], [4.31721, -0.15067, -0.53793], [4.32631, -0.64357, -2.89983], [4.25411, -1.77167, -4.99333], [2.89141, -1.34277, -6.03673], [2.84901, -2.83727, -5.09503], [0.53951, -1.30307, -4.70703], [-1.37319, -0.54447, -3.82703], [-1.26399, 0.96783, -2.90803], [-1.43359, -0.56647, -2.05623], [-0.65439, 0.53323, 2.63637], [0.34971, 0.59673, 4.08647], [0.75271, -0.50007, 2.77237], [2.09061, 2.01683, 4.28837], [-3.07019, -0.19707, 2.52707], [-9.53099, -1.56847, 0.88997], [-8.21279, -1.29997, 0.64137], [-7.76909, 0.00513, 0.45637], [-8.68069, 1.01493, 0.51887], [-6.44409, 0.27673, 0.20337], [-6.09009, 1.57953, 0.03207], [-5.41249, -0.72707, 0.13267], [-4.21919, -0.49107, -0.10063], [-5.95129, -2.05227, 0.30637], [-5.08829, -3.10027, 0.23967], [-7.27579, -2.32407, 0.55627], [-7.70119, -3.60737, 0.71497]], "mulliken_charge": [0.962, -1.582, 0.751, -0.933, 1.080, -1.848, 0.003, 0.447, -0.332, 0.247, -0.638, -0.552, -0.624, -0.916, 0.453, 0.536, 1.850, -1.996, -1.117, 0.828, -1.610, -1.046, 0.621, -2.007, 0.805, -1.527, -1.024, 0.341, 0.306, 0.344, 0.197, 0.390, 0.412, 0.258, 0.488, 0.377, 0.335, 0.357, 0.477, -0.066, 0.496, 0.522, 0.263, 0.352, 0.341, 0.319, 0.309, 0.395, 0.343, 0.344, 0.305, 0.469, 0.222, 0.341, -0.948, -0.358, 0.607, 0.102, -0.338, 0.297, -0.354, 0.147, -0.866, 0.319, -0.348, 0.015, -0.339]}